# 1
DFT (wB97M-V/def2-TZVPD) results for a 2-piece molecular cluster, C10H13FO2S overall.

The geometry in XYZ format:
```
27
Properties=species:S:1:pos:R:3:forces:R:3
O -60.196186 20.766488 -4.860963 0.01 0.36 0.23
S -61.535888 20.371302 -5.206078 1.98 -4.07 1.55
O -61.873261 18.923426 -5.039994 0.31 2.87 -0.76
C -62.759234 21.269238 -4.394828 -2.83 0.02 0.69
C -63.683448 21.702650 -5.587423 -1.52 2.28 1.22
C -62.721804 22.061715 -6.704031 -2.18 5.08 0.21
C -61.898301 20.921999 -6.799947 4.25 1.47 -1.66
H -62.473322 22.176636 -3.849539 0.51 -0.36 -0.36
H -63.271670 20.578853 -3.668988 0.58 0.62 -0.78
H -64.419725 21.013254 -6.003114 0.20 -0.57 0.60
H -64.276862 22.581159 -5.171760 0.60 -0.94 -0.83
H -62.050429 22.969822 -6.318594 -1.52 -1.59 -1.01
H -63.190303 22.348915 -7.745183 0.71 -0.40 2.20
H -61.074434 21.411958 -7.382332 0.42 -1.84 0.71
H -62.296098 20.144185 -7.289248 -1.55 -2.89 -2.02
F -63.940047 25.240307 -6.193590 -1.91 -0.24 -0.46
C -64.994202 25.187226 -7.135092 5.21 2.13 -2.11
C -66.048597 24.412501 -7.021379 -3.87 -2.16 1.84
C -66.988337 24.278199 -8.040768 0.58 0.77 -2.48
C -66.678319 24.906091 -9.333778 3.29 -0.02 5.46
C -65.487514 25.650426 -9.547435 -0.97 -2.26 6.67
C -64.612330 25.788201 -8.343898 -7.54 -3.02 -1.88
H -66.263065 23.953356 -6.057656 0.14 -0.07 -0.11
H -67.957632 23.687191 -7.960779 1.61 0.88 0.15
H -67.435014 24.802407 -9.949550 -3.16 -0.22 -3.75
H -65.393852 26.168899 -10.403998 0.96 1.53 -2.83
H -63.712434 26.105227 -8.435180 5.70 2.64 -0.48
```
Positions in Å, forces in eV/Å.

Computed properties:
Structure (SMILES): O=S1(=O)CCCC1.Fc1ccccc1
M: 216.28 g/mol
Highest occupied orbital energy: -9.7 eV
Relative energy (zero: lowest compared OMol25 entry of this formula, charge and spin): 0.0 kJ/mol



# 2
DFT (wB97M-V/def2-TZVPD) results for C24H22BN8TeZr as an isolated structure.

The geometry in XYZ format:
```
57
Properties=species:S:1:pos:R:3:forces:R:3
Zr -0.199461 -0.366142 -0.488321 -0.64 -0.14 0.00
C 0.401366 3.762089 -1.298105 -0.02 -0.09 -0.07
C -0.494627 2.725941 -1.146497 -0.10 0.13 0.03
N 0.064046 1.726754 -0.416110 0.32 0.13 0.22
N 1.331600 2.144216 -0.067949 0.21 -0.05 -0.16
C 1.548193 3.338225 -0.643853 -0.13 0.05 0.18
B 2.355750 1.125404 0.536183 -0.04 0.06 0.02
N 1.658494 0.215451 1.615694 0.20 -0.02 0.04
C 1.933245 0.109169 2.925596 -0.02 0.00 -0.04
C 1.329788 -1.025344 3.446986 -0.04 -0.03 -0.04
C 0.668657 -1.598137 2.381784 0.00 -0.03 0.07
N 0.863700 -0.862801 1.264764 0.07 0.33 0.02
N 2.812690 0.206290 -0.616045 0.08 0.00 -0.05
C 3.987251 -0.162692 -1.147311 -0.06 0.01 -0.04
C 3.760442 -1.007116 -2.227009 -0.06 -0.03 0.00
C 2.392365 -1.133097 -2.302001 0.04 -0.01 -0.05
N 1.797079 -0.394093 -1.327451 0.12 0.09 0.09
N 3.506760 1.887299 1.225442 0.08 0.45 0.23
C 3.548973 3.051000 1.830659 -0.35 -0.22 -0.10
C 4.847225 3.190092 2.431039 0.28 0.16 -0.06
C 5.523267 1.976319 2.080275 -0.09 -0.04 0.11
N 4.742352 1.201348 1.399441 0.16 -0.27 -0.13
H 0.248863 4.696658 -1.812978 0.00 0.00 -0.02
H -1.512126 2.637912 -1.498964 0.01 0.01 -0.02
H 2.494354 3.848765 -0.554501 0.01 -0.01 -0.02
H 2.557228 0.827111 3.432121 0.01 0.00 0.00
H 1.384878 -1.386871 4.460897 0.00 0.00 0.00
H 0.067852 -2.495519 2.343948 0.00 0.01 0.00
H 4.919800 0.184163 -0.736928 0.02 0.01 0.00
H 4.500667 -1.459553 -2.866048 0.00 -0.01 0.00
H 1.803252 -1.701881 -3.007995 0.01 0.00 0.00
H 2.718095 3.741450 1.876835 0.00 0.00 0.00
H 5.217468 4.037775 2.992397 -0.01 0.00 0.03
H 6.531107 1.677522 2.334020 0.01 -0.01 -0.01
Te -2.532647 -0.247914 1.272630 -0.07 -0.07 -0.09
C -2.492779 -2.300732 0.695206 -0.04 0.00 0.02
C -1.565541 -2.882669 -0.181115 0.06 0.13 -0.09
C -1.675010 -4.206180 -0.591621 -0.01 -0.02 -0.01
C -2.727647 -4.974257 -0.111164 0.04 0.00 -0.03
C -3.647409 -4.418938 0.766398 -0.01 -0.01 0.01
C -3.536377 -3.090722 1.166652 0.01 0.06 0.01
C -3.547534 0.391632 -0.465526 -0.02 -0.05 -0.02
C -2.949322 0.260639 -1.718569 0.13 0.05 0.03
C -3.631818 0.541865 -2.890139 0.01 0.08 0.01
C -4.949416 0.985003 -2.793661 0.02 -0.01 -0.02
C -5.549240 1.146100 -1.553165 -0.01 0.01 -0.04
C -4.856909 0.845863 -0.382734 0.07 -0.02 0.06
H -0.649231 -2.409495 -0.601424 -0.06 -0.39 0.08
H -0.946477 -4.635268 -1.266599 0.00 -0.01 0.00
H -2.824830 -6.006430 -0.420878 0.01 0.00 0.00
H -4.464031 -5.019191 1.146802 0.00 0.00 0.00
H -4.272909 -2.681347 1.847143 0.01 0.00 0.00
H -1.898971 -0.086549 -1.870607 -0.19 -0.20 -0.14
H -3.162263 0.420405 -3.857231 0.00 0.00 0.00
H -5.506472 1.200361 -3.696021 0.01 0.00 0.00
H -6.572081 1.493888 -1.488688 0.00 0.00 0.00
H -5.351673 0.956206 0.574278 0.01 0.00 0.01
```
Positions in Å, forces in eV/Å.

Computed properties:
M: 652.13 g/mol
Total charge: +4
⟨S²⟩: 0.76
Highest occupied orbital energy (spin up / spin down): -20.1 / -20.1 eV
Spin multiplicity: 2



# 3
DFT (wB97M-V/def2-TZVPD) results for one molecule with the formula C4H10N2.

The geometry in XYZ format:
```
16
Properties=species:S:1:pos:R:3:forces:R:3
C 0.694453 1.405814 0.427779 -0.28 2.14 -2.77
C -0.735738 1.914544 0.794611 0.99 -1.80 0.63
C 0.284678 -1.993331 -1.011395 1.76 -1.47 1.95
C -0.321156 -0.767956 -0.418837 -3.16 0.90 -2.88
N 1.227593 0.263087 1.003722 6.00 -0.63 7.56
N 0.784610 0.157443 -0.392709 -3.53 1.78 -3.25
H 1.423200 2.176985 0.040427 -0.94 -0.72 0.39
H -1.305471 1.613454 -0.105146 -0.19 0.73 0.52
H -0.819418 3.003352 1.048934 0.17 -1.22 -0.27
H -1.066109 1.204943 1.635228 0.15 1.40 -0.95
H 0.457249 -1.941720 -2.045027 0.12 0.35 -1.47
H 1.330383 -1.978114 -0.520252 -1.45 -0.76 -0.76
H -0.193319 -2.963726 -0.801704 -0.03 0.56 0.16
H -1.097447 -0.217189 -1.115041 1.08 -1.68 1.35
H -0.871035 -0.979428 0.572855 1.35 0.51 -0.88
H 2.298797 0.222410 1.029027 -2.03 -0.09 0.68
```
Positions in Å, forces in eV/Å.

Computed properties:
M: 86.14 g/mol
⟨S²⟩: 2.01
Highest occupied orbital energy (spin up / spin down): -2.4 / -10.1 eV
Relative energy (zero: lowest compared OMol25 entry of this formula, charge and spin): 430.6 kJ/mol
Spin multiplicity: 3



# 4
DFT (wB97M-V/def2-TZVPD) results for C5H8NO as an isolated structure.

The geometry in XYZ format:
```
15
Properties=species:S:1:pos:R:3:forces:R:3
C -2.474352 0.018788 -0.080339 -1.21 1.21 -1.74
C 1.744665 -0.360190 -0.991395 -0.84 0.88 1.13
C 0.878131 -0.119878 0.032294 -0.82 -0.27 -1.67
C -0.124722 -1.170705 0.133550 0.61 -2.66 -0.34
C 1.057744 0.998949 0.979107 0.79 -0.85 2.51
N -3.040511 0.709946 -0.881518 1.87 -2.40 2.33
O -1.881935 -0.785584 0.607802 0.54 0.81 -0.89
H 2.653669 0.217516 -0.978336 0.32 -0.05 -0.14
H 1.606968 -1.057150 -1.791123 -0.20 -0.39 -0.16
H -3.664900 1.477463 -0.982039 -0.28 0.50 -0.05
H -0.001662 -1.945623 0.911008 -0.49 1.13 0.46
H -0.317496 -1.813279 -0.762854 -0.13 1.21 0.35
H 0.993775 0.687091 2.076127 -0.40 0.27 -1.40
H 0.474173 1.898216 0.833381 -0.36 -0.08 -0.29
H 2.096458 1.244434 0.894334 0.60 0.69 -0.11
```
Positions in Å, forces in eV/Å.

Computed properties:
M: 98.12 g/mol
Total charge: +1
Highest occupied orbital energy: -14.6 eV
Relative energy (zero: lowest compared OMol25 entry of this formula, charge and spin): 234.3 kJ/mol



# 5
DFT (wB97M-V/def2-TZVPD) results for a 2-piece molecular cluster, C5H10O2 overall.

The geometry in XYZ format:
```
17
Properties=species:S:1:pos:R:3:forces:R:3
C -1.428415 0.129434 2.431077 0.17 -0.13 -0.06
C -0.012945 -0.019891 1.954021 -0.01 0.33 0.09
C 0.544366 0.824537 1.097600 -0.01 -0.25 -0.17
O 1.860629 0.726887 0.712125 -0.15 -0.19 0.40
H -1.462356 0.270367 3.512389 -0.05 0.00 0.01
H -1.915548 0.982023 1.958623 -0.01 0.02 0.00
H -2.006514 -0.766358 2.195293 -0.05 0.02 0.06
H 0.602403 -0.803478 2.382155 -0.01 -0.08 -0.07
H -0.006898 1.647621 0.652299 -0.07 0.02 0.01
H 1.903903 0.904165 -0.225345 0.16 0.19 -0.42
C -0.347247 0.026617 -2.630787 0.35 -0.22 0.09
C 0.738588 -0.743373 -2.663805 -0.45 0.28 0.03
O 1.042153 -1.705266 -1.751436 0.28 0.16 -0.09
H -0.491400 0.784715 -3.383165 -0.07 0.01 -0.03
H -1.097111 -0.119466 -1.863140 -0.04 0.14 0.02
H 1.469525 -0.658029 -3.456480 0.11 -0.16 0.01
H 0.606866 -1.480508 -0.921416 -0.14 -0.16 0.11
```
Positions in Å, forces in eV/Å.

Computed properties:
Structure (SMILES): C/C=C/O.C=CO
M: 102.13 g/mol
Highest occupied orbital energy: -9.1 eV
Relative energy (zero: lowest compared OMol25 entry of this formula, charge and spin): 250.6 kJ/mol



# 6
DFT (wB97M-V/def2-TZVPD) results for one molecule with the formula C2H3FO2.

The geometry in XYZ format:
```
8
Properties=species:S:1:pos:R:3:forces:R:3
O -1.583886 0.901972 0.143699 -0.27 1.53 -0.12
C -0.899674 -0.043518 0.059821 0.03 -0.04 0.72
F -1.435545 -1.239327 -0.016553 -1.34 -1.80 -0.05
C 0.553286 -0.262001 0.022996 -0.32 -2.27 1.84
O 1.293747 0.873303 -0.032126 -0.39 2.73 -1.57
H 0.806150 -0.822657 1.053374 -0.49 0.94 -2.31
H 0.524505 -1.051425 -0.794490 1.45 0.97 0.43
H 0.741414 1.643651 -0.436718 1.33 -2.07 1.05
```
Positions in Å, forces in eV/Å.

Computed properties:
Structure (SMILES): O=C(F)CO
M: 78.04 g/mol
Highest occupied orbital energy: -11.2 eV
Relative energy (zero: lowest compared OMol25 entry of this formula, charge and spin): 55.7 kJ/mol



Max |F| for every record listed, in sequence, given in eV/A: 8.3, 0.6, 9.7, 3.8, 0.5, 3.2.